No. 1
ORCA calculation (the ωB97M-V functional and the def2-TZVPD basis) on a 2-piece molecular cluster, CH5ClN2 overall in a non-equilibrium geometry.

```
9
Properties=species:S:1:pos:R:3:nbo_charge:R:1
C -1.05368 0.67413 -0.42058 -0.06
N 1.17251 0.88090 1.00406 -0.79
N -0.77419 -0.36700 -1.31839 -0.80
Cl -1.22449 2.29737 -0.77709 0.05
H -1.52054 0.63863 0.57152 0.22
H 0.60290 0.13844 1.40069 0.29
H 1.89780 0.32357 0.54235 0.29
H -0.28302 -0.11885 -2.13480 0.39
H -0.70859 -1.29718 -1.02228 0.40
```

As for the molar mass: 80.5 g mol⁻¹. The calculation puts the largest force on an atom at 0.064 Eh/bohr. The energy above the lowest of the compared OMol25 structures with the same formula, charge and spin comes out at 3.612 eV. As for the HOMO-LUMO gap (spin up / spin down): 6.80 / 10.37 eV. As for the total energy: -610.6588 a.u. Its HOMO energy (spin up / spin down) is -6.813 / -9.569 eV.

***

No. 2
ORCA calculation (the ωB97M-V functional and the def2-TZVPD basis) on C23H30N5O5SeSiYb as an isolated structure.

```
66
Properties=species:S:1:pos:R:3:nbo_charge:R:1
Yb 0.44316 0.78786 0.05200 1.98
O 0.65534 3.94960 3.48600 -0.65
C 0.80039 3.00802 2.55558 0.80
O -0.11185 2.47582 1.97761 -0.56
C 2.22316 2.64560 2.27386 0.08
C 3.30290 3.04926 3.02565 -0.20
C 4.55836 2.55776 2.67067 -0.15
C 4.67984 1.71629 1.58082 -0.19
C 3.53572 1.39613 0.86475 0.13
N 2.33816 1.83597 1.22421 -0.48
C 3.55601 0.49722 -0.36032 0.76
O 4.62737 0.15149 -0.80584 -0.60
O 2.36970 0.21609 -0.79842 -0.81
H -0.30005 4.09732 3.59298 0.51
H 3.16312 3.71194 3.86799 0.25
H 5.43032 2.83557 3.24875 0.23
H 5.62526 1.30774 1.25351 0.26
C -0.04703 1.79739 -3.68843 -0.39
N -0.81469 0.56898 -3.83993 -0.42
C -1.56551 0.37347 -5.07386 -0.21
C -1.21335 -0.97560 -5.66918 -0.42
C -1.58222 -2.04363 -4.66278 -0.20
N -1.15789 -1.67099 -3.31510 -0.42
C -1.12882 -2.71813 -2.30052 -0.41
C -0.72744 -0.44359 -2.95406 0.83
O -0.27308 -0.29366 -1.79623 -0.75
H 0.52460 1.96830 -4.60325 0.19
H 0.65369 1.70132 -2.86773 0.23
H -0.69395 2.65463 -3.50031 0.22
H -1.31394 1.19211 -5.74390 0.22
H -2.63976 0.43609 -4.87548 0.20
H -0.14235 -1.00495 -5.88244 0.21
H -1.75016 -1.15046 -6.60142 0.22
H -1.11255 -2.99458 -4.91670 0.21
H -2.66417 -2.20587 -4.66300 0.19
H -1.64975 -3.58649 -2.70071 0.20
H -1.62936 -2.39531 -1.39441 0.24
H -0.10222 -2.99584 -2.05674 0.21
C 0.45588 0.32815 4.40922 -1.13
Si 0.48595 -1.06077 3.14873 1.83
C 2.27130 -1.50553 2.83707 -1.13
C -0.33190 -2.51200 3.98519 -1.14
N -0.25218 -0.54817 1.67768 -1.29
C -1.47755 -0.99675 1.16663 0.19
C -2.33675 -0.09354 0.51703 -0.33
C -3.52227 -0.50728 -0.08101 -0.12
C -3.93257 -1.82572 0.00287 -0.30
C -3.11617 -2.73483 0.67419 -0.20
C -1.90331 -2.34200 1.21073 -0.27
H 0.49849 -0.07729 5.42514 0.24
H -0.46298 0.91370 4.31252 0.24
H 1.31432 1.00130 4.30366 0.21
H 2.89205 -1.33779 3.72341 0.23
H 2.69892 -0.92790 2.01401 0.22
H 2.35792 -2.56089 2.56120 0.24
H 0.06323 -2.57932 5.00345 0.24
H -0.12148 -3.45915 3.48129 0.23
H -1.41804 -2.39753 4.05159 0.24
H -2.12132 0.97136 0.54289 0.22
H -4.14772 0.22986 -0.57208 0.21
H -4.87553 -2.13842 -0.42628 0.21
H -3.42030 -3.77233 0.75852 0.21
H -1.26012 -3.07699 1.67560 0.21
Se -2.64777 4.42658 -1.30510 -0.21
C -1.24044 3.41080 -0.95536 0.19
N -0.31660 2.71957 -0.74641 -0.78
```

As for the molar mass: 736.6 g mol⁻¹. The calculation puts the largest force on an atom at 0.012 Eh/bohr. The expectation value of S² is 0.7508. As for the spin multiplicity: 2. As for the HOMO-LUMO gap (spin up / spin down): 6.88 / 6.87 eV. As for the total energy: -5394.3360 a.u. Its HOMO energy (spin up / spin down) is -7.573 / -7.571 eV.

***

No. 3
ORCA calculation (the ωB97M-V functional and the def2-TZVPD basis) on a 2-piece molecular cluster, C4H14NO2 overall in a non-equilibrium geometry.

```
21
Properties=species:S:1:pos:R:3:nbo_charge:R:1
O -1.33182 -1.08417 -1.85061 -0.74
C -1.08770 -1.42966 -0.45061 -0.12
C -1.40247 -0.18205 0.35011 -0.27
N -0.27682 0.79325 0.28142 -0.55
C 0.79753 0.84246 1.48483 -0.20
C 1.54459 -0.40607 1.51363 -0.70
H -1.18931 -1.99357 -2.39922 0.49
H -1.82094 -2.35524 -0.16352 0.22
H -0.01901 -1.89018 -0.46657 0.21
H -2.32292 0.47564 0.06865 0.25
H -1.66408 -0.56067 1.28846 0.24
H -0.82633 1.78069 0.09469 0.46
H 0.14475 0.52744 -0.59004 0.47
H 1.39093 1.79002 1.38935 0.25
H 0.16922 0.78643 2.45692 0.24
H 1.24427 -1.25008 0.95446 0.24
H 2.63807 -0.30400 1.21817 0.25
H 1.60127 -0.92213 2.54528 0.26
H 0.53294 1.36991 -3.26521 0.51
H 0.95634 2.46024 -2.16686 0.48
O 0.92148 1.55173 -2.29335 -0.98
```

As for the molar mass: 108.2 g mol⁻¹. The calculation puts the largest force on an atom at 0.099 Eh/bohr. As for the charge: +1. The energy above the lowest of the compared OMol25 structures with the same formula, charge and spin comes out at 3.392 eV. As for the HOMO-LUMO gap: 10.97 eV. As for the total energy: -365.7061 a.u. Its HOMO energy is -14.244 eV.

***

No. 4
ORCA calculation (the ωB97M-V functional and the def2-TZVPD basis) on C12H16P2 as an isolated structure in a non-equilibrium geometry.

```
30
Properties=species:S:1:pos:R:3:nbo_charge:R:1
C 3.43461 -1.19043 0.21947 -0.77
C -1.31245 -1.10743 -0.72258 -0.47
C -1.34365 0.92663 0.97741 -0.51
C 3.31950 0.12621 -0.42364 -0.13
C -2.52726 -0.57718 -0.52347 -0.04
C -2.56965 0.47793 0.50037 0.05
C 2.51999 1.02848 0.06969 0.11
C 0.66417 -1.17770 1.55988 -1.17
C 4.39463 0.46813 -1.49177 -0.61
C -3.74734 -1.19400 -1.09498 -0.63
C -3.83201 1.16231 0.95182 -0.65
C 1.71790 1.88204 0.72333 -0.51
P 2.08393 -1.90459 1.01722 1.04
P -0.05323 -0.22368 0.31515 1.19
H 4.49449 -1.69934 0.11914 0.26
H -1.19046 -1.98407 -1.32711 0.23
H -1.10752 1.68225 1.65915 0.23
H 4.00678 0.07949 -2.50903 0.22
H 5.41255 0.07803 -1.21711 0.22
H 4.46813 1.52306 -1.48839 0.22
H -4.64184 -0.54614 -1.02632 0.21
H -3.96242 -2.16825 -0.54936 0.23
H -3.58705 -1.44543 -2.07788 0.22
H -3.62922 2.23958 1.12508 0.23
H -4.09998 0.74141 1.94472 0.24
H -4.54232 0.94117 0.13315 0.22
H 0.50362 0.51853 -0.85100 -0.02
H 0.72246 2.15987 0.41606 0.21
H 1.80082 2.11994 1.72913 0.22
H 2.60282 -2.93681 1.84187 -0.01
```

As for the molar mass: 222.2 g mol⁻¹. The calculation puts the largest force on an atom at 0.086 Eh/bohr. The energy above the lowest of the compared OMol25 structures with the same formula, charge and spin comes out at 4.904 eV. As for the HOMO-LUMO gap: 6.98 eV. As for the total energy: -1149.2548 a.u. Its HOMO energy is -6.817 eV.